Formula: C5H8NO2S
Source: OMol25
Level of theory: ωB97M-V/def2-TZVPD

Geometry as XYZ:
```
17
Properties=species:S:1:pos:R:3:lowdin_charge:R:1
S -2.441 1.023 -0.273 1.2290
O 1.590 0.646 -0.836 -0.1499
O 0.036 1.212 0.810 -0.0541
N -1.027 0.447 0.198 -0.4185
C 1.129 1.630 -0.065 -0.2449
C -2.107 -1.488 0.186 -0.0899
C 2.463 -0.269 -0.204 -0.0531
C -0.850 -0.883 0.211 -0.0266
C -3.065 -0.593 -0.190 -0.2690
H 1.909 1.853 0.736 0.1641
H 0.018 -1.415 0.564 0.1423
H 2.596 -1.060 -0.980 0.1222
H 0.853 2.644 -0.673 0.1971
H -4.091 -0.755 -0.537 0.1062
H 3.405 0.183 -0.005 0.0877
H 1.935 -0.613 0.756 0.1092
H -2.353 -2.562 0.300 0.1482
```

Values from the calculation:
net charge	+1
orbital gap	0.35903	Eh
2S+1	1

---

Formula: C6H14NO
Source: OMol25
Level of theory: ωB97M-V/def2-TZVPD

Geometry as XYZ:
```
22
Properties=species:S:1:pos:R:3:lowdin_charge:R:1
O -1.806 0.183 0.710 0.2322
N 1.486 -0.249 0.145 -0.4090
C -2.505 0.107 -0.561 -0.1897
C 1.693 0.448 -1.039 -0.1523
C -1.480 -0.738 -0.076 0.1458
C 1.857 -1.711 0.136 -0.0579
C 1.895 0.509 1.301 -0.0783
C -3.967 -0.314 -0.687 -0.0068
H 1.142 1.426 -1.094 0.1042
H -0.554 -1.348 -0.192 0.1510
H 1.911 0.011 2.317 0.1207
H 1.369 -0.290 -1.747 0.0718
H -4.580 -0.358 0.261 0.1200
H 1.204 -2.155 0.849 0.0570
H 2.917 -1.684 0.523 0.1106
H 1.300 1.432 0.988 0.1098
H 2.903 0.802 1.143 0.0669
H 2.781 0.698 -1.256 0.1183
H -4.437 0.497 -1.272 0.0944
H -4.046 -1.324 -1.190 0.1164
H -2.306 0.912 -1.273 0.1658
H 1.765 -2.268 -0.843 0.1092
```

Values from the calculation:
net charge	+1
orbital gap (alpha / beta)	0.21960 / 0.21966	Eh
2S+1	1

---

Formula: C19H28NO3
Source: OMol25
Level of theory: ωB97M-V/def2-TZVPD

Geometry as XYZ:
```
51
Properties=species:S:1:pos:R:3:lowdin_charge:R:1
O 0.357 0.026 -0.239 0.0304
O -1.747 -0.495 1.280 -0.0471
O -0.162 1.982 -1.177 0.1527
N -0.881 -1.856 -3.004 -0.2985
C -1.843 3.810 0.625 -0.0806
C -2.020 -1.806 -3.932 0.0199
C 0.188 0.667 3.463 -0.0343
C -0.519 1.653 1.218 -0.3027
C -1.871 0.902 1.365 -0.1806
C -0.704 3.173 1.412 -0.1532
C 0.523 1.181 2.217 -0.1744
C 2.510 0.430 4.028 -0.0750
C -1.110 -2.899 -1.969 -0.0725
C 1.175 0.291 4.360 -0.0638
C -0.064 -2.772 -0.855 -0.0795
C 0.596 -0.496 -1.532 -0.2212
C -0.073 1.307 -0.187 -0.4303
C -0.721 -0.542 -2.337 -0.0241
C 2.855 0.960 2.796 -0.0599
C 1.870 1.335 1.901 -0.0230
C 0.367 -2.176 -3.744 -0.0815
C 1.513 -2.447 -2.759 -0.0851
C 1.099 -1.932 -1.382 -0.2243
H 1.934 -1.954 -0.682 0.1646
H -1.196 -0.789 2.018 0.0881
H -2.535 1.189 0.546 0.1338
H 0.282 -3.758 -0.551 0.1337
H 2.421 -1.951 -3.098 0.1314
H -0.750 0.255 -3.081 0.1504
H 1.334 0.139 -2.037 0.1742
H -1.810 4.887 0.768 0.0817
H -0.858 3.352 2.479 0.1295
H -2.916 -1.483 -3.406 0.1210
H -1.816 -1.104 -4.739 0.1201
H -0.845 0.577 3.768 0.1164
H 3.894 1.090 2.534 0.1087
H -2.116 -2.774 -1.566 0.1474
H 0.598 -1.326 -4.388 0.1487
H 0.234 3.656 1.130 0.1280
H 3.277 0.140 4.729 0.1075
H -2.813 3.458 0.968 0.0734
H 0.182 -3.043 -4.378 0.1439
H -2.345 1.203 2.306 0.1366
H 2.148 1.763 0.949 0.1256
H -1.741 3.606 -0.436 0.0689
H -1.556 -0.402 -1.646 0.1570
H -1.053 -3.872 -2.461 0.1468
H -0.489 -2.274 0.016 0.1119
H -2.199 -2.791 -4.359 0.1192
H 1.726 -3.514 -2.692 0.1306
H 0.895 -0.104 5.325 0.1096
```

Values from the calculation:
net charge	+1
SMILES	CC[C@@](CO)(C(=O)O[C@@H]1C[N@+]2(C)CC[C@H]1CC2)c1ccccc1
orbital gap	0.34077	Eh
2S+1	1

---

Formula: C49H128F3N8O19S
Source: OMol25
Level of theory: ωB97M-V/def2-TZVPD

Geometry as XYZ:
```
208
Properties=species:S:1:pos:R:3:lowdin_charge:R:1
S -20.399 14.953 20.395 0.5263
F -17.928 15.527 19.808 0.1923
F -19.249 15.454 18.092 0.0905
F -19.257 17.159 19.519 0.1385
O -28.143 21.190 20.041 -0.1828
O -14.031 4.878 18.922 -0.2140
O -18.340 20.303 14.559 -0.1807
O -21.952 21.754 9.390 -0.1767
O -12.707 11.397 17.181 -0.2173
O -12.801 14.010 19.437 -0.1907
O -16.340 8.090 20.027 -0.1870
O -21.659 15.243 19.658 -0.3418
O -18.880 19.092 22.750 -0.2132
O -22.703 13.833 15.475 -0.2059
O -26.367 13.966 19.535 -0.2181
O -19.222 16.580 26.568 -0.2555
O -23.693 21.763 19.324 -0.2038
O -30.668 14.284 19.020 -0.2355
O -21.102 9.928 22.585 -0.2087
O -19.961 13.554 20.256 -0.3271
O -20.321 15.518 21.697 -0.2893
O -23.716 11.072 17.406 -0.1522
O -21.442 6.685 20.204 -0.2062
N -21.973 13.049 17.992 0.0698
N -25.919 23.007 20.556 0.0789
N -19.751 21.726 12.376 0.0583
N -28.534 12.624 20.325 0.0906
N -19.776 17.054 24.224 0.0282
N -22.274 7.312 22.728 0.0824
N -10.836 13.089 17.990 0.0535
N -14.951 5.749 21.071 0.0538
C -21.720 9.595 23.782 -0.2434
C -18.932 17.032 27.962 -0.0078
C -24.273 10.030 16.709 -0.0929
C -14.538 7.143 21.338 -0.0887
C -22.551 21.193 18.779 -0.1177
C -21.787 21.991 7.975 -0.0559
C -11.992 14.988 18.987 -0.2379
C -24.659 23.809 20.191 -0.0575
C -20.734 21.965 10.069 -0.2377
C -23.264 6.675 21.719 -0.0730
C -29.390 13.766 20.930 -0.0703
C -20.014 21.850 13.907 -0.0457
C -19.182 19.508 24.068 -0.1894
C -22.796 8.554 23.449 -0.0636
C -21.351 14.037 15.784 -0.2113
C -27.349 14.029 18.517 -0.1742
C -30.754 13.807 20.352 -0.2126
C -28.311 12.833 18.817 -0.0610
C -28.340 22.549 20.133 -0.2369
C -11.882 11.782 16.116 -0.2016
C -13.821 4.762 21.282 -0.0450
C -20.246 18.488 24.554 -0.0416
C -13.110 4.653 19.966 -0.2231
C -17.332 20.067 15.584 -0.0637
C -21.002 21.543 11.510 -0.0797
C -18.703 21.623 14.662 -0.2766
C -20.706 16.082 24.825 -0.0953
C -20.952 13.008 16.861 -0.0644
C -20.591 16.196 26.404 -0.1719
C -10.604 14.463 18.487 -0.0609
C -23.208 14.929 14.691 -0.0570
C -27.116 23.327 19.752 -0.0972
C -31.884 14.226 18.236 -0.0432
C -13.347 4.499 17.655 -0.0045
C -11.389 13.179 16.546 -0.0415
C -25.195 14.658 19.157 -0.0893
C -15.755 8.047 21.300 -0.2192
C -14.099 14.446 19.769 -0.0502
C -22.590 10.657 18.005 -0.2962
C -22.474 5.867 20.790 -0.2134
C -29.231 20.331 20.233 -0.0798
C -21.989 11.776 18.790 -0.0895
C -19.962 10.842 22.850 -0.0337
C -20.511 5.885 19.485 -0.0791
C -18.016 20.057 22.073 -0.0507
C -23.901 23.161 19.053 -0.1799
C -17.381 9.041 19.921 -0.0933
C -19.096 15.842 19.399 -0.6884
C -13.249 10.081 17.013 -0.0628
H -27.817 15.038 18.499 0.1401
H -23.164 5.319 20.107 0.1637
H -20.394 18.502 25.636 0.1191
H -18.637 20.871 21.666 0.0939
H -19.116 20.969 12.133 0.1705
H -31.461 14.371 20.955 0.1525
H -21.845 10.272 17.298 0.1306
H -26.166 23.221 21.518 0.1848
H -21.295 15.056 16.253 0.1361
H -22.823 22.043 7.571 0.1171
H -26.813 13.814 17.508 0.1557
H -22.945 23.677 19.029 0.1280
H -20.294 11.751 23.407 0.1021
H -15.828 5.551 21.588 0.1973
H -31.579 14.290 17.193 0.0922
H -16.476 7.712 22.020 0.1173
H -13.115 3.429 17.702 0.1057
H -19.905 13.227 17.214 0.1421
H -19.846 21.406 9.716 0.1414
H -16.379 20.521 15.323 0.0972
H -21.876 6.611 23.367 0.1970
H -28.871 19.328 19.962 0.0927
H -25.355 15.740 19.119 0.0986
H -22.398 20.288 19.335 0.0811
H -11.787 15.740 19.734 0.1410
H -24.924 14.457 18.111 0.0829
H -21.873 5.065 21.320 0.1487
H -27.860 11.899 18.460 0.1358
H -15.572 9.103 21.620 0.1470
H -20.520 4.825 19.819 0.1039
H -17.900 22.291 14.318 0.1451
H -24.554 9.224 17.426 0.1111
H -20.673 13.982 14.932 0.1397
H -18.333 19.572 24.753 0.1389
H -11.564 12.669 18.571 0.1430
H -14.407 15.133 18.967 0.1010
H -20.655 5.985 18.411 0.0999
H -29.535 20.269 21.295 0.1032
H -19.206 10.309 23.447 0.0919
H -17.219 18.962 15.680 0.1003
H -12.317 5.382 19.898 0.1311
H -14.182 3.823 21.690 0.1505
H -18.841 21.861 15.732 0.1279
H -22.754 13.216 17.407 0.1081
H -12.475 11.894 15.174 0.1507
H -23.632 9.599 15.917 0.1149
H -21.252 16.939 26.847 0.1189
H -13.111 5.239 21.942 0.1337
H -20.770 21.074 14.119 0.1426
H -32.569 15.052 18.460 0.1032
H -12.476 9.319 16.896 0.0966
H -19.637 20.497 24.046 0.1320
H -27.251 24.381 19.683 0.1455
H -20.749 15.276 26.986 0.1354
H -17.001 10.059 19.991 0.0891
H -22.471 15.260 13.916 0.1098
H -21.001 11.978 16.495 0.1261
H -22.635 20.986 17.679 0.1043
H -19.699 16.941 23.182 0.1445
H -24.971 24.779 19.861 0.1329
H -14.046 4.634 16.820 0.1012
H -28.751 22.839 21.107 0.1449
H -21.233 20.508 11.593 0.1317
H -14.698 13.544 19.847 0.0974
H -14.083 14.996 20.676 0.0866
H -24.339 23.261 18.023 0.1521
H -20.933 11.519 18.927 0.1327
H -24.424 14.460 19.895 0.0857
H -10.028 12.475 17.973 0.1893
H -10.526 13.532 15.934 0.1610
H -22.584 11.978 19.660 0.1336
H -13.785 7.366 20.600 0.1415
H -21.212 22.909 7.809 0.0941
H -18.162 8.959 20.719 0.0903
H -23.347 15.811 15.332 0.0904
H -15.217 5.698 20.082 0.1485
H -26.888 22.947 18.773 0.1387
H -21.526 7.663 22.147 0.1303
H -23.433 8.361 24.364 0.1659
H -23.700 7.535 21.200 0.1366
H -13.918 10.119 16.127 0.1060
H -20.316 22.883 14.105 0.1431
H -21.207 21.227 7.473 0.0885
H -24.129 14.587 14.270 0.0894
H -21.230 18.561 24.057 0.1459
H -20.981 9.230 24.519 0.1410
H -19.570 17.858 28.222 0.0827
H -21.851 13.830 18.685 0.0901
H -19.199 16.266 28.699 0.0974
H -20.532 23.079 10.058 0.1542
H -29.064 11.737 20.377 0.1900
H -24.019 6.113 22.268 0.1555
H -21.698 16.297 24.470 0.1258
H -9.928 14.391 19.331 0.1381
H -12.447 5.088 17.527 0.0928
H -19.522 11.105 21.881 0.0753
H -25.085 10.439 16.164 0.0885
H -11.078 11.075 15.902 0.1369
H -28.961 14.714 20.655 0.1263
H -17.491 19.517 21.275 0.0884
H -17.260 20.503 22.713 0.0930
H -14.075 7.234 22.330 0.1539
H -22.086 10.459 24.240 0.1121
H -12.427 15.430 18.097 0.1194
H -20.411 15.090 24.503 0.1199
H -12.230 13.827 16.601 0.1160
H -21.685 22.230 11.981 0.1339
H -32.421 13.254 18.280 0.1091
H -17.824 8.773 18.970 0.0949
H -29.088 22.951 19.427 0.1526
H -23.474 8.987 22.700 0.1251
H -17.853 17.261 27.971 0.1078
H -29.314 12.976 18.401 0.1201
H -29.359 13.702 22.029 0.1516
H -19.485 6.178 19.755 0.0807
H -12.642 3.719 19.864 0.1257
H -30.076 20.658 19.637 0.0993
H -19.233 22.538 12.029 0.1784
H -21.642 21.797 18.968 0.0968
H -27.590 12.590 20.690 0.1512
H -17.647 20.432 16.585 0.0927
H -13.842 9.831 17.890 0.0776
H -18.838 16.813 24.576 0.1784
H -31.107 12.790 20.333 0.1281
H -22.758 9.817 18.671 0.1279
H -24.039 23.975 21.067 0.1444
H -10.116 15.038 17.683 0.1509
H -25.613 22.020 20.540 0.1757
```

Values from the calculation:
net charge	+7
orbital gap	0.31685	Eh
2S+1	1

---

Formula: C7H12BrN2
Source: OMol25
Level of theory: ωB97M-V/def2-TZVPD

Geometry as XYZ:
```
22
Properties=species:S:1:pos:R:3:lowdin_charge:R:1
Br 2.442 -0.867 0.026 0.8025
N 0.564 0.763 -1.270 0.0527
N -0.437 -1.324 -0.580 -0.1579
C 0.146 0.599 1.017 -0.1786
C 1.082 1.839 1.231 -0.0132
C 1.114 1.910 -1.118 -0.1173
C 1.422 2.514 0.134 -0.0473
C -0.621 -2.165 0.604 -0.0237
C 0.539 -0.184 -0.189 -0.7582
C -1.786 -0.917 -1.041 0.0093
H -0.962 0.827 0.892 0.1433
H -2.177 -0.464 -0.087 0.1090
H 1.280 2.539 -1.946 0.1186
H 0.212 -0.051 2.041 0.1672
H 1.262 2.206 2.179 0.0965
H -1.183 -1.645 1.324 0.0889
H 1.961 3.358 0.313 0.0919
H -1.642 -0.016 -1.808 0.1485
H 0.178 -1.698 -1.274 0.1469
H 0.327 -2.700 0.839 0.1155
H -1.269 -2.922 0.254 0.0974
H -2.453 -1.601 -1.541 0.1080
```

Values from the calculation:
net charge	+1
SMILES	C[NH+](C)[C@]1(Br)CC=CC=N1
orbital gap	0.34539	Eh
2S+1	1

---

Formula: C5H12NO
Source: OMol25
Level of theory: ωB97M-V/def2-TZVPD

Geometry as XYZ:
```
19
Properties=species:S:1:pos:R:3:lowdin_charge:R:1
O -2.401 -1.552 -0.305 -0.0300
N 0.993 -0.410 0.965 0.0539
C -2.702 -0.214 -0.146 -0.2687
C 2.183 0.046 0.221 -0.1848
C -2.034 0.728 -0.819 -0.0031
C 0.538 0.274 1.921 0.1758
C 1.833 0.185 -1.266 -0.0630
H 2.727 0.674 -1.766 0.1153
H -3.515 -0.006 0.541 0.1151
H -1.283 0.498 -1.628 0.0744
H 2.489 1.014 0.601 0.1218
H 0.509 -1.278 0.676 0.1933
H 3.000 -0.683 0.344 0.1428
H 1.673 -0.821 -1.694 0.0907
H -3.149 -2.095 -0.024 0.1057
H 0.894 0.744 -1.409 0.0591
H -2.391 1.726 -0.746 0.0450
H 0.948 1.261 2.047 0.1264
H -0.312 -0.091 2.488 0.1306
```

Values from the calculation:
net charge	+1
orbital gap	0.28686	Eh
2S+1	1

---

Number 1: total energy -21724.26332 eV. Number 2: total energy -9974.53949 eV. Number 3: total energy -27784.61026 eV. Number 4: total energy -122622.11917 eV. Number 5: total energy -80467.19088 eV. Number 6: total energy -8908.95095 eV.